# 1
This record from OMol25 describes one molecule with the formula C3H6N2S2 at a distorted geometry. The level of theory is ωB97M-V/def2-TZVPD.

As for the gap between HOMO and LUMO: 8.894 eV. Its SMILES is C/N=C/N(S)C=S. The LUMO energy is 0.2 eV. The charge is 0. As for the spin multiplicity: 1. The max |F| is 0.0354 Eh/bohr.

Last columns: bonded neighbours and bond lengths (Å).
Atoms and positions in Å:
1 S -0.7278 -2.0817 3.0498  C5 1.629
2 S 1.6538 -1.4516 0.7912  N3 1.736, H10 1.377
3 N 0.0735 -0.7356 0.8581  S2 1.736, C5 1.365, C6 1.403
4 N 0.6336 0.4955 -1.0253  C6 1.258, C7 1.433
5 C -0.8516 -1.0196 1.8209  S1 1.629, N3 1.365, H11 1.064
6 C -0.2119 0.2097 -0.1390  N3 1.403, N4 1.258, H8 1.049
7 C 0.2954 1.4707 -2.0191  N4 1.433, H9 1.055, H12 1.083, H13 1.112
8 H -1.1689 0.6380 -0.1207  C6 1.049
9 H 0.9788 2.2710 -1.9454  C7 1.055
10 H 1.4117 -2.1873 1.9295  S2 1.377
11 H -1.7537 -0.4727 1.6793  C5 1.064
12 H 0.4015 0.9919 -2.9844  C7 1.083
13 H -0.7343 1.8717 -1.8947  C7 1.112

***

# 2
This record from OMol25 describes one molecule with the formula C3H6N2S2. The level of theory is ωB97M-V/def2-TZVPD.

As for the gap between HOMO and LUMO: 8.584 eV. Its SMILES is C/N=C/NSC=S. The LUMO energy is -0.3 eV. The charge is 0. As for the spin multiplicity: 1. The max |F| is 0.0154 Eh/bohr.

Last columns: bonded neighbours and bond lengths (Å).
Atoms and positions in Å:
1 S 2.7778 0.9174 0.1948  C5 1.613
2 S 0.6647 1.6216 -1.8482  N4 1.668, C5 1.741
3 N -1.1120 -0.2721 0.9767  C6 1.440, C7 1.256
4 N -0.3352 1.2943 -0.5540  S2 1.668, C7 1.410, H11 1.017
5 C 2.2888 1.3611 -1.2769  S1 1.613, S2 1.741, H13 1.107
6 C -1.4185 -1.6453 1.2853  N3 1.440, H9 1.075, H10 1.092, H12 1.102
7 C -0.6046 -0.0286 -0.1461  N3 1.256, N4 1.410, H8 1.079
8 H -0.4071 -0.7772 -0.8978  C7 1.079
9 H -2.4669 -1.7373 1.5066  C6 1.075
10 H -1.1772 -2.3440 0.4822  C6 1.092
11 H -0.3502 1.9778 0.1984  N4 1.017
12 H -0.8524 -1.9503 2.1806  C6 1.102
13 H 2.9929 1.5825 -2.1015  C5 1.107

***

# 3
This record from OMol25 describes one molecule with the formula C3H6N2S3 at a distorted geometry. The level of theory is ωB97M-V/def2-TZVPD.

As for the gap between HOMO and LUMO (alpha / beta): 7.943 / 7.941 eV. Its SMILES is [S-][N+]1=CCN(S)[C@@H]1S. The LUMO energy (alpha / beta) is 0.0 / 0.0 eV. The charge is 0. As for the spin multiplicity: 1. The max |F| is 0.0738 Eh/bohr.

Last columns: bonded neighbours and bond lengths (Å).
Atoms and positions in Å:
1 S -2.0449 -2.1787 0.3512  N4 1.640
2 S -0.5090 -0.7405 -2.3137  C6 1.767, H14 1.402
3 S 2.3875 -0.2208 0.6972  N5 1.737, H11 1.414
4 N -1.0138 -0.9034 0.3294  S1 1.640, C6 1.496, C8 1.307
5 N 1.0091 0.3035 -0.2202  S3 1.737, C6 1.578, C7 1.500
6 C 0.1039 -0.9106 -0.6651  S2 1.767, N4 1.496, N5 1.578, H9 1.165
7 C 0.0298 1.1483 0.5391  N5 1.500, C8 1.443, H10 1.113, H13 1.102
8 C -1.0376 0.2589 0.9273  N4 1.307, C7 1.443, H12 0.999
9 H 0.7290 -1.8929 -0.6320  C6 1.165
10 H -0.3193 1.9909 -0.0996  C7 1.113
11 H 3.4651 0.6641 0.4599  S3 1.414
12 H -1.8404 0.3774 1.5099  C8 0.999
13 H 0.4756 1.7977 1.3101  C7 1.102
14 H -1.4350 0.3060 -2.1936  S2 1.402

***

# 4
This record from OMol25 describes an isolated ion of composition C3H6N3 and charge +1 at a distorted geometry. The level of theory is ωB97M-V/def2-TZVPD.

As for the gap between HOMO and LUMO: 11.580 eV. Its SMILES is C[n+]1cnc[nH]1. The LUMO energy is -4.4 eV. The charge is +1. As for the spin multiplicity: 1. The max |F| is 0.1292 Eh/bohr.

Last columns: bonded neighbours and bond lengths (Å).
Atoms and positions in Å:
1 N 1.0622 1.2321 1.2131  C4 1.304, C5 1.302
2 N 0.0461 -0.2075 -0.1063  N3 1.342, C5 1.369, C6 1.608
3 N -0.8326 0.7760 0.1438  N2 1.342, C4 1.407, H12 1.009
4 C -0.1634 1.6398 1.0308  N1 1.304, N3 1.407, H11 1.078
5 C 1.1849 0.0963 0.5897  N1 1.302, N2 1.369, H10 1.100
6 C -0.2608 -1.5210 -0.9810  N2 1.608, H7 1.079, H8 1.009, H9 1.143
7 H -1.2027 -1.8538 -0.5724  C6 1.079
8 H 0.5174 -2.1514 -1.1044  C6 1.009
9 H -0.3460 -1.0511 -2.0194  C6 1.143
10 H 2.1650 -0.3869 0.7146  C5 1.100
11 H -0.5162 2.5315 1.5222  C4 1.078
12 H -1.6539 0.8961 -0.4307  N3 1.009

***

> Which formula does entry 4 have?

C3H6N3

***

Repeat the fourth record exactly.
This record from OMol25 describes an isolated ion of composition C3H6N3 and charge +1 at a distorted geometry. The level of theory is ωB97M-V/def2-TZVPD.

As for the gap between HOMO and LUMO: 11.580 eV. Its SMILES is C[n+]1cnc[nH]1. The LUMO energy is -4.4 eV. The charge is +1. As for the spin multiplicity: 1. The max |F| is 0.1292 Eh/bohr.

Last columns: bonded neighbours and bond lengths (Å).
Atoms and positions in Å:
1 N 1.0622 1.2321 1.2131  C4 1.304, C5 1.302
2 N 0.0461 -0.2075 -0.1063  N3 1.342, C5 1.369, C6 1.608
3 N -0.8326 0.7760 0.1438  N2 1.342, C4 1.407, H12 1.009
4 C -0.1634 1.6398 1.0308  N1 1.304, N3 1.407, H11 1.078
5 C 1.1849 0.0963 0.5897  N1 1.302, N2 1.369, H10 1.100
6 C -0.2608 -1.5210 -0.9810  N2 1.608, H7 1.079, H8 1.009, H9 1.143
7 H -1.2027 -1.8538 -0.5724  C6 1.079
8 H 0.5174 -2.1514 -1.1044  C6 1.009
9 H -0.3460 -1.0511 -2.0194  C6 1.143
10 H 2.1650 -0.3869 0.7146  C5 1.100
11 H -0.5162 2.5315 1.5222  C4 1.078
12 H -1.6539 0.8961 -0.4307  N3 1.009